C43H42GeHfN5O2S2 as an isolated structure. Source: the OMol25 dataset; level of theory: ωB97M-V/def2-TZVPD.

```
! wB97M-V def2-TZVPD RIJCOSX def2/J DEFGRID3
* xyz 3 1
Hf -0.5470 1.1766 -0.9796
S -0.0672 2.1312 1.3802
C 1.6125 2.4004 1.5517
N 2.1160 2.9518 2.6134
C 3.5720 3.1308 2.7511
C 4.2698 1.9535 2.1346
N 3.8164 1.8049 0.7365
C 4.8358 1.4395 -0.2956
C 4.8347 -0.0216 -0.6598
C 5.0420 -1.0003 0.3094
C 5.1766 -2.3298 -0.0603
C 5.1256 -2.6855 -1.4025
C 4.9123 -1.7149 -2.3723
C 4.7584 -0.3865 -1.9998
C 2.5647 1.9977 0.4440
S 1.9780 1.9461 -1.1426
C 1.3178 3.4078 3.7941
C 1.6525 2.5496 4.9834
C 1.4714 1.1687 4.9232
C 1.7941 0.3793 6.0143
C 2.2901 0.9660 7.1735
C 2.4654 2.3396 7.2392
C 2.1537 3.1315 6.1415
H 3.7904 3.1837 3.8159
H 3.8556 4.0744 2.2792
H 4.0459 1.0331 2.6792
H 5.3459 2.1017 2.1288
H 5.7893 1.7473 0.1301
H 4.6496 2.0631 -1.1686
H 5.1492 -0.7304 1.3547
H 5.3590 -3.0844 0.6932
H 5.2709 -3.7184 -1.6914
H 4.8942 -1.9889 -3.4190
H 4.6284 0.3781 -2.7578
H 0.2685 3.3739 3.5174
H 1.6018 4.4478 3.9611
H 1.0615 0.7131 4.0254
H 1.6512 -0.6924 5.9745
H 2.5342 0.3489 8.0274
H 2.8447 2.7944 8.1440
H 2.2880 4.2059 6.1937
N 0.5492 -2.9874 2.6205
C 0.8029 -2.4410 1.4170
C 0.3074 -1.1668 1.0673
N 0.6006 -0.6163 -0.1083
C 1.3672 -1.3183 -0.9618
C 1.8192 -2.5785 -0.6097
N 1.5553 -3.1343 0.5598
H -0.1357 -2.5969 3.2431
H 0.8389 -3.9401 2.7766
H -0.3368 -0.6184 1.7412
H 1.6235 -0.8886 -1.9210
H 2.4125 -3.1472 -1.3122
O -2.2010 0.3944 0.1740
C -2.4837 -0.4278 -0.7678
O -1.5915 -0.5384 -1.6824
C -3.8128 -1.0654 -0.9015
C -4.7971 0.0225 -1.3841
Ge -4.2866 1.0716 -2.9776
C -2.5322 1.9947 -2.5105
C -1.3910 1.9470 -3.3493
C -0.2996 2.7827 -3.1432
C -0.3125 3.6933 -2.0723
C -1.3934 3.7251 -1.2002
C -2.4917 2.8786 -1.4261
C -3.9828 0.0768 -4.6003
C -3.1278 -1.0267 -4.6730
C -2.9694 -1.7206 -5.8636
C -3.6657 -1.3221 -6.9982
C -4.5213 -0.2321 -6.9385
C -4.6781 0.4634 -5.7470
C -5.4405 2.6028 -3.1405
C -5.1106 3.6369 -4.0197
C -5.9464 4.7345 -4.1576
C -7.1215 4.8084 -3.4199
C -7.4607 3.7857 -2.5462
C -6.6233 2.6872 -2.4062
H -4.1241 -1.4547 0.0687
H -3.7365 -1.8793 -1.6206
H -5.0064 0.7192 -0.5695
H -5.7457 -0.4651 -1.6139
H -1.3910 1.2416 -4.1763
H 0.5538 2.7411 -3.8101
H 0.5266 4.3566 -1.9188
H -1.3994 4.4058 -0.3598
H -3.3333 2.9114 -0.7420
H -2.5861 -1.3731 -3.8002
H -2.3139 -2.5804 -5.9069
H -3.5478 -1.8680 -7.9246
H -5.0735 0.0752 -7.8162
H -5.3581 1.3075 -5.7222
H -4.2099 3.5909 -4.6257
H -5.6901 5.5269 -4.8482
H -7.7774 5.6611 -3.5333
H -8.3807 3.8374 -1.9796
H -6.9111 1.8929 -1.7268
*
```

Computed properties:
Energy above the lowest of the compared OMol25 structures with the same formula, charge and spin: 1.62 kcal/mol
Frontier orbital gap: 5.7 eV
HOMO energy: -15.31 eV

---

C43H43CaN7O2 as an isolated structure at a distorted geometry. Source: the OMol25 dataset; level of theory: ωB97M-V/def2-TZVPD.

```
! wB97M-V def2-TZVPD RIJCOSX def2/J DEFGRID3
* xyz -2 1
Ca 0.2421 -0.3790 -0.4826
C 0.5864 -3.9703 -0.0943
C -0.5369 -4.2627 -1.1174
C -1.3110 -3.0567 -1.7927
C -1.8050 -3.4929 -3.1767
C -0.8371 -3.6634 -4.1194
C 0.3699 -3.0000 -3.9495
C 0.4420 -2.0084 -2.9629
N -0.3936 -1.9006 -1.9370
N 0.0602 -3.1188 1.0620
C 1.0619 -3.0235 2.1046
C 2.3957 -2.4223 1.6680
C 3.5849 -2.6540 2.3423
C 4.8226 -2.2486 1.9106
C 4.8599 -1.6708 0.6665
C 3.6797 -1.3270 0.0372
N 2.4358 -1.6055 0.5607
C -1.2519 -3.5450 1.5597
C -2.1274 -2.3629 1.4697
C -2.5067 -1.7935 2.6941
C -3.4414 -0.7921 2.6875
C -3.7835 -0.1422 1.4550
C -3.3041 -0.6300 0.3006
N -2.4869 -1.7759 0.2444
H 1.3823 -3.3708 -0.5352
H 1.0025 -4.9239 0.2442
H -1.2508 -4.9618 -0.6948
H -0.1274 -4.8623 -1.9447
H -2.8655 -3.7894 -3.3205
H -1.0413 -4.2532 -5.0150
H 1.2681 -3.2413 -4.6147
H 1.3684 -1.4379 -2.9965
H 1.2725 -4.0626 2.5015
H 0.6945 -2.4501 2.9675
H 3.5325 -3.1638 3.2979
H 5.6810 -2.2859 2.5876
H 5.8233 -1.4756 0.2138
H 3.7133 -0.7125 -0.8741
H -1.1696 -3.8471 2.6477
H -1.7630 -4.4153 1.0193
H -2.1796 -2.1899 3.6745
H -3.9496 -0.4601 3.5941
H -4.5049 0.6998 1.4347
H -3.6576 -0.2061 -0.6398
C 1.3627 0.4085 3.4333
C 2.1003 1.6468 3.7105
C 2.5441 1.9435 4.9771
C 3.1733 3.1585 5.2291
C 3.2465 4.1152 4.2288
C 2.9110 3.7771 2.8690
C 2.9081 4.8359 1.7968
C 2.4170 2.4658 2.5823
N 2.0537 2.0691 1.3416
C 2.9172 2.0761 0.3193
O 4.1381 1.9045 0.4261
C 2.3567 2.0856 -1.1094
C 3.3036 2.4562 -2.0903
C 2.7948 2.7565 -3.3592
C 1.4805 2.4503 -3.6883
C 0.6419 1.9646 -2.6675
N 1.1253 1.6542 -1.4304
C -0.7803 1.8786 -3.0040
O -1.2277 2.2562 -4.0988
N -1.5690 1.4322 -1.9815
C -2.8274 1.9068 -1.8536
C -3.8972 1.5759 -2.8040
C -3.5698 0.6895 -4.0370
C -5.2364 1.9532 -2.5460
C -5.5314 2.7656 -1.4347
C -4.5081 3.1446 -0.5738
C -3.1847 2.6895 -0.7025
C -2.1341 3.0495 0.2863
H 0.3060 0.6055 3.1544
H 1.4304 -0.2712 4.2826
H 1.8496 -0.0894 2.5613
H 2.4499 1.2105 5.7767
H 3.5823 3.3240 6.2354
H 3.7699 5.0826 4.3953
H 1.9386 5.2355 1.4240
H 3.4712 4.3808 0.9410
H 3.4953 5.6680 2.2573
H 4.3719 2.6661 -1.8515
H 3.4350 3.2551 -4.1066
H 1.0726 2.6489 -4.6664
H -2.5562 0.3159 -3.9084
H -3.6172 1.2324 -4.9645
H -4.3160 -0.1276 -4.0552
H -6.0121 1.5800 -3.2343
H -6.5224 3.1066 -1.2085
H -4.6974 3.8552 0.2396
H -1.6200 2.1426 0.7899
H -2.5518 3.6297 1.0722
H -1.3471 3.6608 -0.1614
C -2.5917 -2.5795 -1.0196
H -3.1717 -1.9215 -1.6628
H -3.1623 -3.4649 -0.7875
*
```

Computed properties:
Frontier orbital gap (alpha / beta): 2.6 / 5.3 eV
HOMO energy (alpha / beta): 1.34 / -1.36 eV

---

C43H43HfN8O2P2S2 as an isolated structure. Source: the OMol25 dataset; level of theory: ωB97M-V/def2-TZVPD.

```
! wB97M-V def2-TZVPD RIJCOSX def2/J DEFGRID3
* xyz 3 1
Hf 0.2388 -0.0065 0.1833
O -2.9111 1.1410 2.3052
C -1.9157 0.4898 2.1146
N -1.6727 -0.3066 0.9934
C -2.7901 -0.2033 0.0840
O -3.7412 -0.9119 0.0903
C -2.5726 0.9005 -0.9075
C -3.6135 1.4430 -1.6309
C -3.3350 2.4666 -2.5246
C -2.0153 2.8635 -2.6957
C -1.0283 2.2380 -1.9629
N -1.2871 1.2914 -1.0440
C -0.7661 0.4874 3.0655
C -0.9392 0.7897 4.3962
C 0.1497 0.6520 5.2478
C 1.3570 0.2235 4.7186
C 1.4607 -0.0168 3.3603
N 0.4176 0.1179 2.5217
H -4.6149 1.0689 -1.4637
H -4.1289 2.9404 -3.0869
H -1.7487 3.6343 -3.4052
H 0.0133 2.4825 -2.1427
H -1.9182 1.0979 4.7373
H 0.0541 0.8592 6.3054
H 2.2233 0.0744 5.3476
H 2.3972 -0.3294 2.9249
C 2.8483 4.9101 0.0470
C 3.3584 3.5207 0.0764
N 4.5849 3.1394 -0.0599
N 4.5548 1.7789 0.0400
C 3.3417 1.2898 0.2316
S 2.8677 -0.3299 0.4533
N 2.5588 2.3962 0.2587
N 1.1644 2.3266 0.3852
H 3.6909 5.5813 -0.1010
H 2.3585 5.1744 0.9858
H 2.1433 5.0603 -0.7736
H 5.4096 1.2491 -0.0587
H 0.8891 2.7267 1.2846
H 0.7553 2.9151 -0.3385
C 2.9543 -4.1627 -7.6494
S 2.1690 -3.0306 -6.4853
C 1.2636 -4.2129 -5.4528
C 0.6491 -3.4940 -4.2538
C 1.7365 -3.0251 -3.2883
N 1.2896 -2.0598 -2.2468
P 0.4153 -2.4699 -0.8632
C -0.8783 -3.6439 -1.2268
C -0.6333 -5.0105 -1.0802
C -1.6059 -5.9236 -1.4563
C -2.8202 -5.4776 -1.9611
C -3.0733 -4.1168 -2.0918
C -2.1036 -3.2004 -1.7266
C 1.4762 -3.2507 0.3649
C 2.8219 -3.5280 0.1316
C 3.5905 -4.0893 1.1407
C 3.0248 -4.3532 2.3821
C 1.6875 -4.0626 2.6219
C 0.9074 -3.5125 1.6157
P 1.2406 -0.3702 -2.4590
C 2.9016 0.2469 -2.8039
C 4.0425 -0.5386 -2.6760
C 5.2964 0.0128 -2.9130
C 5.4181 1.3531 -3.2560
C 4.2834 2.1483 -3.3668
C 3.0299 1.5966 -3.1462
C 0.3226 -0.0619 -3.9842
C -1.0644 -0.2372 -3.9765
C -1.7871 -0.1746 -5.1535
C -1.1306 0.0670 -6.3563
C 0.2451 0.2345 -6.3757
C 0.9740 0.1662 -5.1961
H 3.5387 -3.5572 -8.3386
H 2.2066 -4.7138 -8.2157
H 3.6199 -4.8527 -7.1345
H 1.9458 -5.0024 -5.1268
H 0.4742 -4.6801 -6.0409
H -0.0422 -4.1660 -3.7420
H 0.0666 -2.6395 -4.6066
H 2.5368 -2.5465 -3.8542
H 2.1761 -3.8849 -2.7772
H 0.3091 -5.3619 -0.6794
H -1.4177 -6.9833 -1.3503
H -3.5801 -6.1936 -2.2447
H -4.0284 -3.7763 -2.4679
H -2.3091 -2.1420 -1.8287
H 3.2640 -3.3117 -0.8324
H 4.6292 -4.3307 0.9585
H 3.6277 -4.7978 3.1628
H 1.2455 -4.2839 3.5844
H -0.1480 -3.3236 1.7905
H 3.9613 -1.5807 -2.3981
H 6.1779 -0.6118 -2.8458
H 6.3945 1.7752 -3.4548
H 4.3742 3.1877 -3.6539
H 2.1476 2.2130 -3.2960
H -1.5872 -0.4506 -3.0515
H -2.8594 -0.3223 -5.1402
H -1.6937 0.1092 -7.2791
H 0.7605 0.3936 -7.3127
H 2.0504 0.2631 -5.2360
*
```

Computed properties:
Energy above the lowest of the compared OMol25 structures with the same formula, charge and spin: 0.00 kcal/mol
Frontier orbital gap: 5.3 eV
HOMO energy: -14.24 eV